[1]
A cluster of 15 separate species, C48H111Cl8N5O23 in total at a distorted geometry. Source: the OMol25 dataset; level of theory: wB97M-V/def2-TZVPD.

Summary:
Kohn-Sham gap = 9.11 eV
Strongest force on any atom = 0.102 Eh/bohr
Highest occupied orbital energy = -8.973 eV

Element x y z (Å)
1 C -12.0584 -10.2535 5.0102
2 C -12.6236 -9.7885 3.7233
3 C -12.0872 -8.4847 3.1491
4 O -12.5182 -8.2944 1.7999
5 C -12.0684 -7.0045 1.2886
6 N -12.3273 -10.8260 2.7309
7 H -11.8605 -9.5446 5.8143
8 H -11.1758 -10.8920 4.9711
9 H -12.8188 -10.8514 5.5125
10 H -13.7001 -9.6290 3.7857
11 H -11.0086 -8.3415 3.2147
12 H -12.5140 -7.8146 3.8953
13 H -11.0219 -6.8079 1.5214
14 H -12.8295 -6.2625 1.5302
15 H -12.0425 -7.1412 0.2076
16 H -12.4654 -10.3746 1.8380
17 H -11.3569 -11.0691 2.8695
18 C -21.5243 -11.1402 5.3073
19 C -21.1086 -10.8248 3.8255
20 C -20.1709 -11.8807 3.2323
21 O -19.5059 -11.6695 1.9595
22 C -18.3112 -12.4620 1.8656
23 N -22.2732 -10.6711 2.9861
24 H -22.2593 -10.3457 5.4365
25 H -20.7565 -11.0398 6.0744
26 H -22.0875 -12.0734 5.3011
27 H -20.5485 -9.8899 3.8022
28 H -20.7674 -12.7817 3.0895
29 H -19.4337 -12.1076 4.0025
30 H -18.6305 -13.4686 2.1357
31 H -17.4280 -12.1364 2.4153
32 H -18.1118 -12.5567 0.7982
33 H -22.7886 -9.8471 3.2607
34 H -21.9890 -10.3985 2.0561
35 C -11.1818 -11.7266 -5.6718
36 C -11.5793 -10.5318 -4.9086
37 C -12.0538 -10.8224 -3.4056
38 O -13.1706 -11.7549 -3.3697
39 C -13.5939 -12.0778 -2.0428
40 N -10.4442 -9.5864 -4.8495
41 H -10.4058 -12.3146 -5.1817
42 H -10.9580 -11.4510 -6.7024
43 H -11.9572 -12.4741 -5.8394
44 H -12.4648 -10.0947 -5.3701
45 H -12.3575 -9.9143 -2.8848
46 H -11.1740 -11.1734 -2.8663
47 H -14.1293 -13.0271 -2.0549
48 H -14.2768 -11.3328 -1.6346
49 H -12.7761 -12.1912 -1.3311
50 H -9.9649 -9.4374 -5.7259
51 H -9.8069 -10.1488 -4.3040
52 C -14.3409 -16.3376 3.0516
53 C -14.1069 -15.8754 4.4747
54 C -12.5983 -15.7969 4.8093
55 O -12.3942 -15.6180 6.1629
56 C -11.0394 -15.6202 6.4770
57 N -14.6429 -14.5616 4.6804
58 H -13.9761 -17.3619 2.9756
59 H -13.7358 -15.7057 2.4015
60 H -15.3480 -16.2403 2.6461
61 H -14.5670 -16.4848 5.2526
62 H -12.0774 -14.9842 4.3031
63 H -12.1009 -16.6625 4.3716
64 H -10.9193 -15.4236 7.5423
65 H -10.3274 -14.9854 5.9495
66 H -10.6821 -16.6452 6.3775
67 H -14.2372 -13.8692 4.0672
68 H -14.3313 -14.1699 5.5576
69 C -12.9915 -22.1982 3.1494
70 C -11.4648 -22.5407 3.2441
71 C -11.0402 -23.2771 1.9615
72 O -9.5912 -23.3095 1.9956
73 C -9.0221 -24.1168 0.9801
74 N -10.8094 -21.2433 3.4681
75 H -13.1970 -21.5007 2.3374
76 H -13.4868 -21.7936 4.0320
77 H -13.5001 -23.1475 2.9811
78 H -11.2867 -23.1811 4.1081
79 H -11.3334 -22.7814 1.0361
80 H -11.4042 -24.3032 2.0144
81 H -9.0659 -25.1982 1.1095
82 H -7.9545 -23.8979 0.9552
83 H -9.4852 -23.8563 0.0284
84 H -9.8399 -21.3677 3.2135
85 H -10.8166 -21.0292 4.4551
86 C -4.4479 -8.4603 4.1619
87 C -5.8161 -8.2985 4.7752
88 O -5.7972 -9.1340 5.8857
89 C -6.9190 -9.4500 6.5728
90 O -7.9688 -8.8328 6.5209
91 O -6.6136 -10.4366 7.4672
92 C -7.5426 -10.8563 8.4976
93 H -4.1863 -9.5076 4.0111
94 H -3.6766 -8.0751 4.8288
95 H -4.3940 -7.9200 3.2167
96 H -6.5995 -8.5970 4.0786
97 H -5.9315 -7.2450 5.0300
98 H -8.3432 -10.1320 8.6475
99 H -7.0306 -11.1234 9.4221
100 H -8.1482 -11.6951 8.1544
101 C -6.5199 -22.0505 5.6481
102 C -6.3951 -20.7143 6.3341
103 O -7.6809 -20.3564 6.9717
104 C -8.1235 -21.0135 8.0824
105 O -7.5726 -21.9463 8.6639
106 O -9.2263 -20.4919 8.5192
107 C -9.7874 -20.8765 9.8225
108 H -6.6887 -22.8630 6.3548
109 H -5.5784 -22.3114 5.1648
110 H -7.2136 -22.0422 4.8074
111 H -6.1333 -19.8660 5.7017
112 H -5.6177 -20.6597 7.0961
113 H -9.5827 -21.9065 10.1145
114 H -10.8725 -20.7816 9.8625
115 H -9.4100 -20.2388 10.6218
116 C -16.4597 -9.8362 8.5624
117 C -16.0074 -10.3201 10.0130
118 O -14.6562 -10.6461 9.9675
119 C -14.0587 -10.9927 11.1708
120 O -14.5937 -11.4124 12.2536
121 O -12.8190 -10.7444 10.9503
122 C -11.9515 -10.5995 12.0966
123 H -17.5254 -9.6610 8.4150
124 H -16.1410 -10.6565 7.9193
125 H -16.0121 -8.9504 8.1117
126 H -16.4626 -11.2693 10.2957
127 H -16.2752 -9.4963 10.6747
128 H -10.9149 -10.7056 11.7768
129 H -12.1427 -11.3702 12.8433
130 H -12.1666 -9.6977 12.6700
131 C -4.5188 -14.7590 6.2831
132 C -4.1869 -16.1568 5.6317
133 O -3.6462 -17.0144 6.6419
134 C -2.3426 -17.0941 6.8416
135 O -1.5013 -16.5308 6.1168
136 O -2.1245 -18.0514 7.8308
137 C -0.7739 -18.1092 8.3812
138 H -3.6994 -14.3975 6.9044
139 H -5.4450 -14.7950 6.8567
140 H -4.7939 -14.0836 5.4730
141 H -3.5717 -16.1415 4.7321
142 H -5.1925 -16.5228 5.4242
143 H -0.6015 -17.2635 9.0469
144 H -0.0764 -18.0585 7.5451
145 H -0.5466 -19.0901 8.7987
146 C -6.8032 -16.0251 10.8533
147 C -7.4715 -16.3327 12.2467
148 O -8.8790 -16.6491 12.1577
149 C -9.7564 -15.6607 11.9200
150 O -9.4806 -14.5064 11.9512
151 O -10.9969 -16.2596 11.7434
152 C -12.1246 -15.4873 11.5239
153 H -6.5710 -16.9039 10.2516
154 H -5.8142 -15.5723 10.7839
155 H -7.3828 -15.3347 10.2404
156 H -7.3456 -15.4681 12.8985
157 H -6.9075 -17.1346 12.7231
158 H -12.9404 -16.0034 11.0179
159 H -11.8990 -14.7632 10.7411
160 H -12.4902 -15.0442 12.4503
161 C -16.9061 -21.0477 8.1058
162 C -17.7629 -20.3868 9.2216
163 O -19.1426 -20.5092 9.0110
164 C -19.8804 -21.5030 9.5837
165 O -19.4391 -22.3935 10.3112
166 O -21.1756 -21.3747 9.2520
167 C -22.1380 -22.3084 9.6233
168 H -17.3455 -22.0156 7.8646
169 H -15.9090 -21.2375 8.5030
170 H -16.9037 -20.4038 7.2263
171 H -17.4838 -19.3336 9.2535
172 H -17.5014 -20.7485 10.2160
173 H -23.1261 -21.8549 9.7012
174 H -21.9569 -22.7834 10.5875
175 H -22.2245 -23.1424 8.9269
176 C -18.8111 -19.8847 1.4123
177 Cl -18.8983 -18.9058 2.9092
178 Cl -17.1758 -19.8926 0.6353
179 H -19.1740 -20.9009 1.5664
180 H -19.5962 -19.5133 0.7537
181 C -7.0007 -18.0194 0.8693
182 Cl -8.0222 -17.7398 2.3122
183 Cl -5.2602 -17.7151 1.1693
184 H -7.1005 -19.0812 0.6442
185 H -7.2932 -17.3638 0.0491
186 C -12.1532 -18.1991 -1.4254
187 Cl -11.3866 -16.6432 -1.7796
188 Cl -10.9912 -19.4843 -1.7602
189 H -12.4827 -18.2581 -0.3881
190 H -13.0475 -18.4267 -2.0055
191 C -18.8256 -15.5850 6.8420
192 Cl -18.1346 -15.1887 8.4613
193 Cl -20.5469 -15.7824 7.0337
194 H -18.5950 -14.9336 5.9991
195 H -18.4055 -16.5624 6.6047

Atom charges from the Löwdin analysis, given in e for atoms 1 to 6: C -0.070; C -0.449; C -0.225; O -0.204; C -0.070; N 0.038



[2]
A structure of composition C15H16Cl2NO4RhSb at a distorted geometry. Source: the OMol25 dataset; level of theory: wB97M-V/def2-TZVPD.

Summary:
Kohn-Sham gap (spin up / spin down) = 6.21 / 6.24 eV
Strongest force on any atom = 0.098 Eh/bohr
Highest occupied orbital energy (spin up / spin down) = -12.527 / -12.539 eV
Charge = +1

Element x y z (Å)
1 Rh 0.7808 0.6124 0.6452
2 O -0.2254 -1.2791 4.2363
3 C -0.0780 -0.8302 3.1308
4 O 0.3282 0.2877 2.7347
5 C -0.5233 -1.7478 1.9277
6 C -1.1664 -2.9674 2.1554
7 C -1.5680 -3.6963 1.0621
8 C -1.3265 -3.2144 -0.2407
9 C -1.7100 -3.8863 -1.4218
10 C -1.4166 -3.3576 -2.6494
11 C -0.7239 -2.1367 -2.7617
12 C -0.3502 -1.4475 -1.6412
13 C -0.6492 -1.9680 -0.3694
14 N -0.2958 -1.2715 0.7325
15 H -1.3148 -3.2921 3.1742
16 H -2.0611 -4.6482 1.1951
17 H -2.2403 -4.8229 -1.3359
18 H -1.7097 -3.8804 -3.5471
19 H -0.4911 -1.7514 -3.7421
20 H 0.1956 -0.4965 -1.6777
21 C 0.5176 4.1750 -1.2921
22 Sb -0.4890 2.8070 0.0148
23 C -2.3318 2.5371 -1.0684
24 C -1.1987 4.1760 1.5053
25 H -0.1621 4.9898 -1.5209
26 H 0.8124 3.6677 -2.2051
27 H 1.4031 4.5579 -0.7947
28 H -2.7104 3.5204 -1.3272
29 H -3.0581 2.0247 -0.4451
30 H -2.1677 1.9621 -1.9743
31 H -1.6909 4.9949 0.9884
32 H -0.3697 4.5576 2.0924
33 H -1.9051 3.6807 2.1638
34 Cl 5.1524 -0.8732 -1.3520
35 C 4.8774 -0.4310 0.3363
36 Cl 5.7962 0.9938 0.8058
37 C 3.3531 -0.1555 0.4748
38 O 2.6807 -0.9890 1.0743
39 O 2.8877 0.8729 -0.0599
40 H 5.1476 -1.2762 0.9749

Atom charges from the natural (NBO) analysis, given in e for atoms 1 to 6: Rh 1.011; O -0.537; C 0.760; O -0.627; C 0.153; C -0.230



[3]
An isolated molecule of CH3ClN2O2 at a distorted geometry. Source: the OMol25 dataset; level of theory: wB97M-V/def2-TZVPD.

Summary:
Kohn-Sham gap (spin up / spin down) = 7.43 / 8.09 eV
Strongest force on any atom = 0.131 Eh/bohr
Highest occupied orbital energy (spin up / spin down) = -7.030 / -10.894 eV
Multiplicity = 3
⟨S²⟩ = 2.0081

Element x y z (Å)
1 C -1.4649 0.1029 -0.0278
2 N 1.9288 0.6911 -0.1551
3 N 0.8677 -0.0351 -0.0012
4 O -0.2581 0.6738 -0.3201
5 O 0.7218 -1.1963 0.3173
6 Cl 3.3887 -0.1880 0.0130
7 H -1.2521 -0.9272 0.5028
8 H -2.0150 0.9061 0.5844
9 H -1.9168 -0.0272 -0.9134

Atom charges from the natural (NBO) analysis, given in e for atoms 1 to 6: C -0.274; N -0.135; N 0.300; O -0.358; O -0.341; Cl 0.208



[4]
A structure of composition C57H51N8O3PSTi. Source: the OMol25 dataset; level of theory: wB97M-V/def2-TZVPD.

Summary:
Kohn-Sham gap = 7.10 eV
Strongest force on any atom = 0.009 Eh/bohr
Highest occupied orbital energy = -12.740 eV
Charge = +2

Element x y z (Å)
1 Ti -0.2985 -0.1832 -0.3513
2 C 4.9983 -0.7043 -1.0167
3 N 3.6967 -0.0975 -1.2871
4 C 2.6378 -0.0609 -0.4585
5 N 1.6204 0.5802 -1.0453
6 C 2.0703 0.9984 -2.2737
7 C 3.3601 0.5598 -2.4493
8 C 4.3038 0.7575 -3.5619
9 C 4.6952 2.0455 -3.9175
10 C 5.5625 2.2359 -4.9819
11 C 6.0410 1.1440 -5.6930
12 C 5.6511 -0.1417 -5.3433
13 C 4.7811 -0.3360 -4.2815
14 C 1.2945 1.8833 -3.1520
15 C 0.5542 2.9208 -2.5933
16 C -0.1821 3.7736 -3.4021
17 C -0.1721 3.6006 -4.7801
18 C 0.5818 2.5784 -5.3438
19 C 1.3134 1.7221 -4.5360
20 P 2.7097 -0.5759 1.2878
21 C 1.3811 -1.7989 1.4761
22 N 0.0900 -1.5395 1.2549
23 C -0.6243 -2.6414 1.6670
24 C 0.2606 -3.5771 2.1398
25 N 1.5186 -3.0264 2.0080
26 C 2.7656 -3.6566 2.4370
27 C 0.0121 -4.9103 2.7088
28 C 0.5992 -6.0397 2.1417
29 C 0.3357 -7.2956 2.6652
30 C -0.5195 -7.4284 3.7507
31 C -1.1141 -6.3068 4.3112
32 C -0.8514 -5.0487 3.7922
33 C -2.0930 -2.7420 1.6448
34 C -2.8579 -1.8596 2.4019
35 C -4.2405 -1.9569 2.3929
36 C -4.8609 -2.9382 1.6297
37 C -4.0983 -3.8242 0.8830
38 C -2.7147 -3.7306 0.8917
39 C 1.7322 0.8234 1.8912
40 N 0.5399 1.2120 1.4371
41 C 0.2232 2.3443 2.1754
42 C 1.2429 2.6143 3.0546
43 N 2.1838 1.6395 2.8614
44 C 3.4269 1.4934 3.6174
45 C 1.4261 3.7345 3.9954
46 C 0.6387 3.8430 5.1375
47 C 0.8169 4.9094 6.0063
48 C 1.7826 5.8690 5.7403
49 C 2.5738 5.7642 4.6041
50 C 2.3958 4.7011 3.7334
51 C -0.9351 3.2564 2.0438
52 C -1.8875 3.3291 3.0550
53 C -2.8574 4.3212 3.0393
54 C -2.9028 5.2366 1.9969
55 C -1.9583 5.1745 0.9809
56 C -0.9629 4.2056 1.0186
57 H 5.1981 -0.6655 0.0505
58 H 5.7592 -0.1428 -1.5509
59 H 5.0071 -1.7381 -1.3567
60 H 4.3176 2.8959 -3.3629
61 H 5.8674 3.2369 -5.2558
62 H 6.7173 1.2954 -6.5236
63 H 6.0190 -0.9923 -5.9009
64 H 4.4573 -1.3378 -4.0228
65 H 0.5755 3.0669 -1.5198
66 H -0.7475 4.5860 -2.9624
67 H -0.7361 4.2716 -5.4144
68 H 0.5987 2.4484 -6.4179
69 H 1.8884 0.9176 -4.9776
70 H 2.5533 -4.2966 3.2885
71 H 3.4753 -2.8860 2.7253
72 H 3.1809 -4.2571 1.6303
73 H 1.2442 -5.9422 1.2761
74 H 0.7896 -8.1705 2.2200
75 H -0.7274 -8.4096 4.1559
76 H -1.7838 -6.4110 5.1541
77 H -1.3186 -4.1725 4.2240
78 H -2.3666 -1.1022 3.0039
79 H -4.8354 -1.2782 2.9908
80 H -5.9400 -3.0156 1.6239
81 H -4.5820 -4.5884 0.2897
82 H -2.1153 -4.4151 0.3040
83 H 3.3715 2.1435 4.4851
84 H 4.2811 1.7836 3.0087
85 H 3.5391 0.4639 3.9477
86 H -0.1048 3.0866 5.3549
87 H 0.2042 4.9880 6.8942
88 H 1.9198 6.6995 6.4195
89 H 3.3255 6.5132 4.3946
90 H 3.0040 4.6277 2.8389
91 H -1.8556 2.6155 3.8690
92 H -3.5814 4.3785 3.8415
93 H -3.6600 6.0092 1.9859
94 H -1.9680 5.9077 0.1850
95 H -0.1687 4.2158 0.2788
96 C -3.7934 2.1122 -1.7220
97 C -3.1045 1.3156 -0.6240
98 C -3.7877 1.5262 0.7166
99 O -1.6778 1.6208 -0.5526
100 C -3.1063 -0.1849 -0.8653
101 O -3.9293 -0.8286 -1.4255
102 O -1.9998 -0.7220 -0.2830
103 H -4.2194 3.0284 -1.3128
104 H -4.6006 1.5237 -2.1566
105 H -3.0983 2.3928 -2.5101
106 H -3.7949 2.5847 0.9621
107 H -3.2941 0.9652 1.5096
108 H -4.8214 1.1861 0.6363
109 H -1.5410 2.5055 -0.1732
110 C -1.2462 -2.2860 -6.1949
111 C -1.0559 -1.5722 -4.8988
112 C -1.5830 -0.2958 -4.6717
113 C -1.3411 0.2915 -3.4552
114 N -0.6439 -0.3557 -2.5130
115 C -0.2084 -1.5919 -2.8026
116 S 0.5361 -2.2787 -1.4016
117 N -0.3613 -2.2120 -3.9544
118 H -1.7541 -1.6663 -6.9297
119 H -1.8323 -3.1898 -6.0232
120 H -0.2787 -2.6011 -6.5854
121 H -2.1425 0.2257 -5.4338
122 H -1.6637 1.2942 -3.2211

Atom charges from the Löwdin analysis, given in e for atoms 1 to 6: Ti 1.043; C 0.015; N -0.028; C -0.463; N -0.008; C -0.155